No. 1
The following is a quantum chemistry calculation of a molecular structure, C32H33ClO2PV, from the OMol25 dataset.

Each line ends with the Mulliken charge.
Element x y z (Å)
V: 0.026 1.273 0.220  -0.09
C: -3.706 -2.740 -1.268  -1.50
C: -2.826 -3.072 -0.088  1.23
C: -2.876 -4.361 0.437  -0.83
C: -2.081 -4.746 1.507  -0.62
C: -1.210 -3.832 2.077  -0.76
C: -1.145 -2.546 1.562  -1.03
C: -1.945 -2.146 0.492  0.92
P: -1.677 -0.385 -0.004  2.18
C: -1.725 -0.428 -1.839  0.47
C: -2.686 0.309 -2.530  -0.36
C: -2.715 0.332 -3.914  -0.94
C: -1.775 -0.388 -4.634  -0.66
C: -0.808 -1.115 -3.956  -0.84
C: -0.759 -1.145 -2.566  1.00
C: 0.308 -1.962 -1.883  -1.34
C: -3.195 0.458 0.533  0.46
C: -4.342 -0.147 1.042  -0.88
C: -5.367 0.619 1.573  -0.86
C: -5.239 2.003 1.602  -0.60
C: -4.103 2.611 1.095  -0.78
C: -3.056 1.865 0.540  1.21
C: -1.801 2.481 0.020  -2.07
H: -4.517 -3.464 -1.351  0.50
H: -3.132 -2.766 -2.197  0.23
H: -4.137 -1.745 -1.189  0.21
H: -3.558 -5.080 -0.004  0.39
H: -2.146 -5.756 1.893  0.37
H: -0.581 -4.119 2.910  0.42
H: -0.453 -1.822 1.980  0.34
H: -3.426 0.867 -1.969  0.40
H: -3.468 0.915 -4.431  0.42
H: -1.786 -0.376 -5.717  0.38
H: -0.063 -1.666 -4.518  0.41
H: 1.134 -2.164 -2.565  0.49
H: -0.094 -2.919 -1.538  0.19
H: 0.702 -1.433 -1.013  -0.03
H: -4.419 -1.228 1.070  0.32
H: -6.249 0.143 1.984  0.42
H: -6.031 2.609 2.028  0.36
H: -4.011 3.691 1.129  0.44
H: -1.705 3.510 0.379  0.40
H: -1.824 2.535 -1.080  0.36
Cl: 5.797 5.041 2.263  -0.29
C: 4.398 3.988 2.146  0.12
C: 3.616 3.751 3.261  -0.59
C: 2.506 2.932 3.146  -0.67
C: 2.141 2.322 1.933  0.77
O: 1.083 1.543 1.879  -0.67
C: 2.988 2.552 0.819  0.29
C: 2.752 1.798 -0.483  -0.36
O: 1.437 1.867 -0.933  -0.67
C: 4.082 3.392 0.936  -0.69
H: 3.871 4.210 4.207  0.40
H: 1.877 2.738 4.007  0.39
H: 3.422 2.260 -1.229  0.34
H: 4.711 3.573 0.071  0.35
C: 4.931 0.000 1.497  -1.46
C: 4.682 0.102 -0.008  0.95
C: 5.201 -1.162 -0.697  -1.72
C: 3.205 0.328 -0.351  -0.43
H: 5.997 -0.135 1.699  0.46
H: 4.395 -0.862 1.905  0.32
H: 4.591 0.887 2.030  0.21
H: 5.255 0.955 -0.393  0.12
H: 4.620 -2.031 -0.377  0.32
H: 6.249 -1.345 -0.447  0.44
H: 5.116 -1.080 -1.783  0.42
H: 2.568 -0.160 0.397  0.13
H: 2.975 -0.130 -1.319  0.21

## Properties
expectation value of S² = 0.98
gap between HOMO and LUMO (spin up / spin down) = 0.224 / 0.191 Ha
E_HOMO (spin up / spin down) = -3.461 / -2.568 eV
spin multiplicity = 2
net charge = -1

=====

No. 2
The following is a quantum chemistry calculation of a molecular structure, C32H33F6N6O11S3Ti in a non-equilibrium geometry, from the OMol25 dataset.

Each line ends with the Mulliken charge.
Element x y z (Å)
Ti: 0.468 0.065 -0.128  -0.76
C: 3.022 1.123 -3.015  -1.50
C: 1.978 2.026 -2.469  -0.07
N: 1.244 1.808 -1.402  0.85
C: 0.364 2.849 -1.307  -0.62
C: 0.581 3.739 -2.319  0.20
N: 1.628 3.204 -3.029  0.04
C: -0.021 5.024 -2.711  0.46
O: -1.049 5.439 -1.997  -0.58
O: 0.434 5.656 -3.641  -0.67
C: -0.694 2.774 -0.258  1.04
O: -1.543 3.668 -0.133  -1.00
O: -0.596 1.748 0.477  0.21
H: 3.347 0.444 -2.233  0.06
H: 3.868 1.693 -3.400  0.57
H: 2.593 0.521 -3.819  0.26
H: 1.968 3.594 -3.893  0.27
H: -1.300 4.782 -1.265  0.41
F: -2.915 -1.675 -3.141  -0.21
C: -2.638 -0.457 -3.596  0.58
F: -2.818 -0.454 -4.925  -0.24
F: -3.508 0.405 -3.064  -0.23
S: -0.897 0.029 -3.187  1.11
O: -1.039 0.383 -1.777  -0.67
O: -0.644 1.136 -4.062  -0.80
N: -0.051 -1.219 -3.470  -0.75
S: 0.421 -2.218 -2.255  0.95
O: 1.380 -0.735 -1.230  -0.23
O: -0.635 -2.268 -1.211  -0.70
C: -0.021 -3.821 -3.138  0.40
F: 0.260 -4.751 -2.168  -0.24
F: -1.205 -4.143 -3.629  -0.23
F: 0.907 -4.025 -4.103  -0.26
C: 4.738 -4.401 3.213  -1.13
O: 3.733 -4.109 2.262  -0.07
C: 4.027 -4.287 0.945  0.53
C: 5.198 -4.881 0.491  -0.95
C: 5.396 -5.065 -0.871  -0.69
C: 4.437 -4.660 -1.778  -1.23
C: 3.276 -4.046 -1.328  -0.14
C: 3.063 -3.838 0.025  0.57
N: 1.852 -3.243 0.479  0.59
C: 1.769 -2.088 1.143  -1.40
N: 2.865 -1.496 1.615  0.48
C: 2.953 -0.093 1.837  -0.73
C: 2.092 0.809 1.214  1.52
C: 2.290 2.153 1.543  -0.55
C: 3.297 2.569 2.398  -1.53
C: 4.167 1.648 2.974  -0.49
C: 3.986 0.307 2.688  1.05
O: 4.770 -0.712 3.191  -0.15
C: 5.832 -0.340 4.039  -1.11
N: 0.566 -1.477 1.331  1.08
C: 0.223 -1.241 2.679  0.51
C: -0.330 -0.030 3.088  -0.59
C: -0.779 0.166 4.388  -1.61
C: -0.675 -0.847 5.321  -0.97
C: -0.120 -2.066 4.947  -0.48
C: 0.319 -2.263 3.647  0.41
O: 0.842 -3.443 3.205  -0.04
C: 0.989 -4.493 4.127  -1.42
H: 4.334 -4.096 4.175  0.30
H: 5.652 -3.836 3.010  0.40
H: 4.968 -5.470 3.234  0.31
H: 5.948 -5.217 1.192  0.42
H: 6.309 -5.536 -1.213  0.39
H: 4.581 -4.810 -2.840  0.45
H: 2.525 -3.715 -2.028  0.55
H: 0.969 -3.537 0.074  0.74
H: 3.699 -2.038 1.769  0.29
H: 1.642 2.909 1.115  0.31
H: 3.415 3.622 2.624  0.43
H: 4.956 1.981 3.633  0.42
H: 6.338 -1.261 4.320  0.20
H: 5.465 0.159 4.940  0.39
H: 6.540 0.319 3.528  0.41
H: -0.423 0.779 2.377  1.07
H: -1.205 1.124 4.661  0.48
H: -1.021 -0.705 6.337  0.38
H: -0.052 -2.868 5.670  0.48
H: 1.450 -5.311 3.578  0.22
H: 0.023 -4.818 4.524  0.44
H: 1.638 -4.206 4.961  0.48
C: -2.792 -2.068 1.707  -0.89
S: -2.572 -0.694 0.567  0.44
C: -3.401 0.612 1.486  -0.91
H: -2.405 -1.824 2.697  0.13
H: -2.219 -2.899 1.296  0.17
H: -3.841 -2.356 1.781  0.54
H: -3.151 1.553 0.997  0.21
H: -3.040 0.647 2.515  0.20
H: -4.483 0.475 1.482  0.42

## Properties
gap between HOMO and LUMO = 0.269 Ha
energy above the lowest of the compared OMol25 structures with the same formula, charge and spin = 17.6 kcal/mol
E_HOMO = -5.481 eV
net charge = -1

=====

No. 3
The following is a quantum chemistry calculation of a molecular structure, C32H33FMgN8O8S2 in a non-equilibrium geometry, from the OMol25 dataset.

Each line ends with the Mulliken charge.
Element x y z (Å)
Mg: 17.125 13.209 9.379  2.70
N: 10.981 12.332 12.336  -0.61
C: 11.492 12.986 11.262  0.30
C: 10.715 13.341 10.147  -0.41
C: 11.208 14.136 9.088  -0.49
C: 12.533 14.361 8.995  -0.51
C: 13.281 14.226 10.144  0.23
C: 12.822 13.557 11.242  0.23
S: 13.347 14.950 7.482  1.12
O: 12.433 14.697 6.366  -0.72
O: 13.627 16.370 7.711  -0.70
N: 14.782 14.106 7.667  -0.07
C: 15.305 13.135 6.884  0.12
N: 16.362 12.419 7.392  0.12
C: 16.796 11.341 6.777  -0.11
C: 16.350 10.983 5.509  -1.00
C: 15.492 11.944 4.946  -0.16
N: 14.839 12.863 5.607  -0.58
H: 10.056 12.631 12.506  0.21
H: 11.636 12.495 13.049  0.28
H: 9.659 12.900 10.171  0.18
H: 10.555 14.243 8.239  0.38
H: 15.184 12.831 10.662  -0.53
H: 13.405 13.549 12.153  0.23
H: 17.558 10.902 7.346  0.40
H: 16.810 10.182 4.930  0.35
H: 15.233 11.936 3.917  0.47
C: 24.202 14.010 11.624  -1.52
C: 24.022 12.521 11.334  0.20
C: 24.263 11.657 12.606  -0.82
C: 23.893 10.165 12.403  -1.23
C: 22.475 9.977 11.953  0.89
C: 21.820 8.794 12.187  -0.61
C: 20.594 8.561 11.669  -0.28
F: 19.994 7.345 11.910  -0.36
C: 19.973 9.556 10.907  -0.76
C: 20.601 10.739 10.591  -0.20
C: 19.858 11.821 9.816  0.81
O: 18.609 11.742 9.792  -0.28
C: 20.736 12.757 9.273  -0.26
C: 21.985 12.872 9.805  -0.54
N: 22.593 12.164 10.841  0.25
C: 21.888 10.954 11.141  0.10
C: 20.238 13.833 8.297  -0.09
O: 21.015 14.477 7.607  -0.79
O: 18.964 13.974 8.273  -0.84
H: 25.204 14.058 11.932  0.47
H: 23.449 14.397 12.302  0.34
H: 23.987 14.432 10.664  0.45
H: 24.763 12.323 10.457  0.22
H: 23.567 12.136 13.379  0.27
H: 25.302 11.642 12.887  0.37
H: 24.090 9.644 13.289  0.53
H: 24.547 9.723 11.663  0.35
H: 22.231 8.027 12.805  0.50
H: 18.980 9.357 10.553  0.96
H: 22.582 13.667 9.340  0.51
N: 16.226 16.897 10.624  -0.78
C: 16.096 16.246 11.945  -0.76
C: 16.263 14.759 12.074  0.62
O: 17.251 14.295 11.378  -0.78
O: 15.468 14.198 12.823  -0.72
H: 16.980 16.356 10.163  0.29
H: 14.307 14.621 10.080  -0.28
H: 15.475 16.591 10.063  0.39
H: 15.144 16.494 12.404  0.39
H: 16.846 16.759 12.597  0.33
C: 16.911 10.469 12.359  -0.69
C: 16.386 9.266 11.702  0.10
C: 15.616 9.251 10.609  0.48
C: 15.072 7.997 10.240  0.75
N: 15.200 6.891 10.926  -0.61
C: 15.895 6.913 12.111  -0.44
S: 15.923 5.637 13.159  -0.46
N: 16.600 8.066 12.404  0.00
C: 14.322 7.892 8.985  -1.02
H: 16.193 10.801 13.110  0.53
H: 16.947 11.270 11.639  -0.25
H: 17.897 10.303 12.898  0.33
H: 15.383 10.288 10.124  0.11
H: 17.098 8.079 13.287  0.33
H: 14.283 6.827 8.648  0.38
H: 14.790 8.536 8.219  0.26
H: 13.309 8.263 9.197  0.24
O: 15.570 12.106 10.080  -0.83

## Properties
gap between HOMO and LUMO = 0.229 Ha
energy above the lowest of the compared OMol25 structures with the same formula, charge and spin = 0.0 kcal/mol
E_HOMO = -2.963 eV
net charge = -2

=====

No. 4
The following is a quantum chemistry calculation of 2 unconnected molecules or ions with the total composition C32H34BClF2O2S in a non-equilibrium geometry, from the OMol25 dataset.

Each line ends with the Mulliken charge.
Element x y z (Å)
C: -4.100 -5.431 0.674  -1.49
C: -3.094 -4.353 0.535  0.81
C: -1.879 -4.597 -0.100  0.15
F: -1.697 -5.850 -0.635  -0.36
C: -0.883 -3.654 -0.212  -0.59
C: -0.983 -2.398 0.481  0.59
C: 0.151 -1.539 0.626  0.77
C: 1.445 -2.096 0.362  -0.67
C: 1.848 -3.415 0.761  -0.82
C: 3.003 -3.965 0.256  0.54
F: 3.294 -5.291 0.479  -0.36
C: 3.890 -3.246 -0.541  0.91
C: 5.149 -3.872 -1.003  -1.62
C: 3.524 -1.945 -0.897  -0.41
C: 2.359 -1.367 -0.429  0.50
C: -2.267 -2.118 1.030  -0.07
C: -3.294 -3.046 1.005  -0.90
H: -4.876 -5.122 1.379  0.40
H: -4.567 -5.673 -0.287  0.31
H: -3.647 -6.358 1.043  0.36
H: -0.005 -3.897 -0.806  0.75
H: 0.051 -0.537 1.034  0.03
H: 1.230 -3.997 1.439  0.69
H: 5.660 -3.172 -1.667  0.36
H: 5.818 -4.110 -0.167  0.33
H: 4.954 -4.804 -1.547  0.34
H: 4.186 -1.400 -1.570  0.36
H: 2.073 -0.353 -0.712  -0.62
H: -2.396 -1.143 1.505  0.05
H: -4.277 -2.778 1.398  0.44
C: 2.125 4.922 3.091  -1.37
C: 1.827 3.824 2.150  0.54
C: 2.583 2.703 1.892  -0.69
C: 1.906 1.705 1.095  -1.22
C: 0.610 2.069 0.792  1.16
B: -0.737 1.669 -0.181  0.66
C: -1.815 1.261 1.024  1.47
C: -1.413 1.020 2.337  -0.22
C: -2.354 0.745 3.342  -1.18
C: -3.714 0.727 3.005  0.29
Cl: -4.880 0.329 4.202  -0.24
C: -4.130 1.060 1.709  -1.00
C: -3.170 1.336 0.722  -0.82
O: -1.224 2.892 -0.783  -0.88
C: -0.578 3.052 -2.041  2.10
C: -1.647 3.315 -3.093  -2.21
C: 0.301 4.276 -1.979  -1.83
C: 0.234 1.679 -2.260  1.62
C: 0.012 1.007 -3.607  -2.06
C: 1.733 1.870 -2.124  -2.01
O: -0.274 0.812 -1.230  -0.43
S: 0.305 3.700 1.352  -0.30
H: 3.162 4.857 3.432  0.37
H: 1.982 5.899 2.620  0.31
H: 1.445 4.833 3.948  0.25
H: 3.596 2.601 2.277  0.34
H: 2.418 0.791 0.812  0.34
H: -0.361 1.093 2.614  0.23
H: -2.052 0.559 4.369  0.43
H: -5.189 1.092 1.476  0.42
H: -3.487 1.645 -0.271  0.44
H: -1.186 3.454 -4.078  0.36
H: -2.360 2.487 -3.137  0.37
H: -2.189 4.235 -2.840  0.50
H: 0.822 4.392 -2.936  0.33
H: -0.304 5.174 -1.811  0.36
H: 1.020 4.219 -1.160  0.41
H: 0.574 1.564 -4.364  0.40
H: 0.410 -0.014 -3.571  0.41
H: -1.035 0.961 -3.920  0.35
H: 2.131 2.516 -2.918  0.53
H: 2.006 2.295 -1.156  0.32
H: 2.225 0.898 -2.237  0.36

## Properties
gap between HOMO and LUMO = 0.151 Ha
energy above the lowest of the compared OMol25 structures with the same formula, charge and spin = 0.0 kcal/mol
E_HOMO = -7.153 eV

=====

No. 5
The following is a quantum chemistry calculation of 6 unconnected molecules or ions with the total composition C32H34BrF24O14PS2 in a non-equilibrium geometry, from the OMol25 dataset.

Each line ends with the Mulliken charge.
Element x y z (Å)
O: -1.436 6.704 1.704  -0.48
C: -0.503 6.336 1.114  0.35
O: -0.502 5.154 0.398  -0.41
C: 0.764 7.228 1.102  -0.83
C: 1.999 6.364 1.359  0.95
C: 3.113 6.526 0.676  -0.14
Br: 3.382 7.838 -0.690  -0.13
C: 4.256 5.555 1.006  0.04
O: 5.382 5.874 1.038  -0.50
C: 3.778 4.117 1.265  0.35
C: 4.608 2.987 0.667  -1.68
C: 3.939 2.462 -0.637  -0.86
C: 3.889 3.545 -1.773  1.09
F: 2.756 4.246 -1.568  -0.26
F: 4.988 4.300 -1.605  -0.35
C: 3.909 2.780 -3.128  0.49
F: 3.101 1.727 -3.060  -0.24
F: 5.134 2.290 -3.264  -0.27
S: 3.418 3.774 -4.641  1.39
F: 4.916 3.712 -5.221  -0.32
F: 3.794 5.160 -3.956  -0.30
F: 1.904 3.839 -4.171  -0.28
F: 3.124 2.410 -5.447  -0.32
F: 2.991 4.576 -5.952  -0.30
C: 2.667 3.956 1.962  1.34
P: 1.979 2.291 2.339  0.29
S: 2.950 1.556 3.883  -0.45
C: 1.982 5.253 2.415  -0.45
O: 1.521 5.388 3.486  -0.51
H: -0.651 5.388 -0.533  0.32
H: 0.795 7.663 0.087  0.41
H: 0.664 8.070 1.795  0.28
H: 4.598 2.152 1.392  0.50
H: 5.658 3.263 0.510  0.44
H: 4.409 1.532 -0.984  0.66
H: 2.886 2.226 -0.420  0.12
H: 2.142 1.379 1.282  -0.06
H: 0.629 2.415 2.723  0.13
C: 0.512 -3.027 -3.995  -1.23
C: -0.267 -3.074 -2.698  -0.02
O: 0.608 -2.887 -1.569  -0.34
C: 0.909 -1.629 -1.265  0.38
O: 0.519 -0.658 -1.848  -0.54
C: 1.801 -1.591 -0.020  0.86
F: 2.777 -2.508 -0.064  -0.27
F: 1.094 -1.826 1.095  -0.26
F: 2.391 -0.392 0.128  -0.21
H: 1.320 -3.737 -3.972  0.28
H: -0.137 -3.251 -4.841  0.40
H: 0.957 -2.042 -4.151  0.40
H: -0.720 -4.058 -2.577  0.21
H: -1.075 -2.343 -2.686  0.31
C: 4.256 -7.396 -8.433  -1.11
C: 3.074 -6.476 -8.211  -0.21
O: 2.510 -6.673 -6.902  -0.29
C: 3.113 -6.032 -5.903  0.26
O: 4.069 -5.323 -6.009  -0.51
C: 2.371 -6.297 -4.588  0.99
F: 2.044 -7.592 -4.441  -0.26
F: 1.224 -5.590 -4.526  -0.24
F: 3.100 -5.958 -3.522  -0.26
H: 3.971 -8.434 -8.256  0.30
H: 4.629 -7.301 -9.453  0.38
H: 5.069 -7.164 -7.744  0.32
H: 2.284 -6.709 -8.923  0.32
H: 3.345 -5.430 -8.359  0.32
C: -4.697 0.998 4.266  -0.98
C: -4.164 -0.355 3.842  -0.40
O: -2.746 -0.294 3.605  -0.24
C: -1.968 -0.398 4.683  0.27
O: -2.354 -0.533 5.806  -0.52
C: -0.493 -0.366 4.268  0.94
F: -0.249 0.599 3.352  -0.23
F: -0.116 -1.534 3.720  -0.25
F: 0.311 -0.142 5.303  -0.24
H: -4.429 1.761 3.532  0.29
H: -5.780 0.969 4.366  0.35
H: -4.269 1.304 5.216  0.37
H: -4.620 -0.654 2.899  0.33
H: -4.400 -1.127 4.575  0.35
C: -1.465 -9.319 -1.476  -1.17
C: -1.365 -7.821 -1.283  -0.24
O: -2.171 -7.124 -2.251  -0.23
C: -3.467 -7.008 -1.962  0.31
O: -4.000 -7.434 -0.980  -0.51
C: -4.174 -6.202 -3.057  0.89
F: -3.801 -6.586 -4.290  -0.25
F: -3.890 -4.891 -2.948  -0.25
F: -5.502 -6.328 -2.998  -0.25
H: -1.208 -9.590 -2.501  0.30
H: -0.792 -9.838 -0.794  0.38
H: -2.481 -9.671 -1.295  0.34
H: -0.339 -7.493 -1.446  0.33
H: -1.642 -7.527 -0.270  0.35
C: -5.766 5.693 9.573  -1.10
C: -5.316 6.088 8.182  -0.23
O: -5.398 4.970 7.280  -0.30
C: -6.596 4.728 6.753  0.18
O: -7.590 5.357 6.970  -0.52
C: -6.509 3.547 5.781  1.11
F: -5.787 2.529 6.284  -0.27
F: -5.928 3.911 4.624  -0.25
F: -7.715 3.058 5.475  -0.26
H: -5.199 4.831 9.928  0.31
H: -5.626 6.520 10.269  0.38
H: -6.819 5.409 9.579  0.31
H: -4.270 6.388 8.202  0.32
H: -5.889 6.933 7.799  0.32

## Properties
gap between HOMO and LUMO = 0.271 Ha
E_HOMO = -8.385 eV
SMILES = O=C(O)CC1=C(Br)C(=O)C(CCC(F)(F)C(F)(F)S(F)(F)(F)(F)F)=C([PH2]=S)C1=O.CCOC(=O)C(F)(F)F.CCOC(=O)C(F)(F)F.CCOC(=O)C(F)(F)F.CCOC(=O)C(F)(F)F.CCOC(=O)C(F)(F)F